No. 1
19
Properties=species:S:1:pos:R:3:lowdin_charge:R:1 method="wB97M-V/def2-TZVPD" relative_energy_kj_mol=607.29 total_energy_ev=-11953.815 charge=0
C 0.950 -1.990 0.378 -0.266
C 0.831 -0.647 -0.341 -0.196
C -0.602 0.928 0.942 -0.406
C -0.716 0.827 -1.389 -0.269
H 0.211 -1.653 2.237 0.053
H 2.061 -2.207 0.853 0.145
H 0.835 -2.907 -0.375 0.135
H 1.031 -0.977 -1.472 0.144
H 2.025 -0.049 -0.056 0.183
H 0.053 0.096 1.718 0.155
H 0.214 1.612 1.299 0.135
H -1.856 2.119 1.505 0.127
H -1.810 1.114 -1.196 0.142
H -0.912 0.277 -2.327 0.136
H -0.236 2.162 -2.415 -0.022
N -0.356 0.199 -0.220 -0.157
O -0.035 -2.137 1.447 -0.124
O -1.841 1.259 1.076 0.073
O 0.152 1.973 -1.665 0.011

=====

No. 2
19
Properties=species:S:1:pos:R:3:lowdin_charge:R:1 method="wB97M-V/def2-TZVPD" smiles="CC(=O)O.NCCO" relative_energy_kj_mol=107.62 total_energy_ev=-11958.994 charge=0
C 2.383 -1.161 -0.207 -0.273
O 2.484 -2.579 -0.269 -0.072
C 1.283 -0.618 -1.097 -0.284
N 1.210 0.844 -0.954 0.002
H 2.252 -0.859 0.834 0.113
H 3.323 -0.739 -0.557 0.117
H 1.611 -2.932 -0.470 0.073
H 1.535 -0.854 -2.129 0.117
H 0.331 -1.114 -0.871 0.098
H 0.763 1.049 -0.066 0.053
H 0.586 1.204 -1.667 0.060
O -3.094 2.052 1.914 0.104
C -2.355 1.245 1.423 -0.581
O -1.280 0.756 2.082 0.083
C -2.433 0.706 0.025 0.011
H -1.273 1.184 2.952 0.126
H -1.989 -0.284 -0.033 0.076
H -1.871 1.403 -0.599 0.087
H -3.465 0.698 -0.312 0.090

=====

No. 3
19
Properties=species:S:1:pos:R:3:lowdin_charge:R:1 method="wB97M-V/def2-TZVPD" smiles="CC(C)=O.NOCO" relative_energy_kj_mol=330.59 total_energy_ev=-11956.683 charge=0
C 2.051 -0.595 -0.217 -0.291
N 1.457 1.707 -0.045 0.056
O 1.071 0.452 -0.626 -0.253
O 1.921 -0.941 1.088 -0.073
H 0.959 -0.626 1.453 0.099
H 1.084 1.710 0.905 0.076
H 0.959 2.406 -0.591 0.083
H 1.790 -1.406 -0.918 0.119
H 3.058 -0.199 -0.411 0.123
C -1.150 -1.482 -0.268 -0.008
C -1.864 0.952 -0.142 -0.014
C -1.001 -0.146 0.409 -0.476
O -0.478 -0.053 1.529 0.009
H -2.900 0.625 -0.197 0.091
H -1.066 -1.376 -1.347 0.093
H -0.419 -2.194 0.106 0.089
H -2.146 -1.865 -0.040 0.097
H -1.792 1.852 0.467 0.088
H -1.532 1.177 -1.156 0.090

=====

No. 4
19
Properties=species:S:1:pos:R:3:lowdin_charge:R:1 method="wB97M-V/def2-TZVPD" smiles="CCNCC(=O)O.O" relative_energy_kj_mol=251.01 total_energy_ev=-11957.508 charge=0
C -1.093 -0.989 -1.357 -0.116
C -1.092 0.087 -0.327 -0.287
N -0.250 -0.184 0.849 -0.109
C -0.555 0.413 2.012 -0.232
C -0.723 -0.646 3.110 -0.540
O 0.471 -1.175 3.353 0.095
O -1.792 -0.908 3.608 0.101
H -1.817 -1.715 -0.988 0.071
H -0.175 -1.596 -1.624 0.103
H -1.530 -0.768 -2.270 0.040
H -2.106 0.488 -0.058 0.123
H -0.597 0.955 -0.832 0.113
H -0.123 -1.246 1.007 0.157
H 0.392 1.028 2.186 0.138
H -1.584 1.031 2.022 0.170
H 0.395 -1.840 4.123 0.176
H 3.502 2.270 -5.434 0.007
H 4.292 2.414 -4.222 0.018
O 4.384 2.381 -5.158 -0.024

=====

No. 5
19
Properties=species:S:1:pos:R:3:lowdin_charge:R:1 method="wB97M-V/def2-TZVPD" smiles="CN(C=O)CCO.O" relative_energy_kj_mol=183.50 total_energy_ev=-11958.208 charge=0
C -0.458 -0.661 -1.370 -0.326
N 0.541 -0.118 -0.643 -0.141
C 1.797 0.365 -1.186 -0.038
C 0.193 0.296 0.732 -0.136
C 0.202 1.756 1.027 -0.216
O 1.508 2.094 1.523 -0.081
O -1.627 -0.636 -1.036 -0.003
H -0.083 -1.191 -2.260 0.142
H 1.587 1.265 -1.783 0.090
H 2.460 0.683 -0.392 0.088
H 2.105 -0.294 -2.001 0.089
H 0.925 -0.266 1.332 0.139
H -0.640 -0.330 1.047 0.121
H 0.019 2.416 0.176 0.125
H -0.541 1.990 1.771 0.114
H 1.502 2.939 1.978 0.082
H -1.358 -3.373 0.345 0.027
H -2.231 -2.190 -0.029 -0.006
O -2.130 -2.882 0.643 -0.071

=====

No. 6
19
Properties=species:S:1:pos:R:3:lowdin_charge:R:1 method="wB97M-V/def2-TZVPD" smiles="N[C@H](C=O)CCO.O" relative_energy_kj_mol=254.19 total_energy_ev=-11957.475 charge=0
O 1.689 -0.828 -0.944 0.051
C 1.395 0.344 -0.920 -0.202
C 0.027 0.777 -0.446 -0.356
C -1.091 -0.086 -1.016 -0.151
C -1.526 -1.241 -0.157 -0.218
O -2.326 -0.819 0.969 -0.077
N -0.162 2.234 -0.519 0.045
H 2.084 1.102 -1.325 0.129
H -0.106 0.631 0.638 0.122
H -0.906 -0.450 -2.038 0.127
H -1.939 0.533 -1.336 0.122
H -0.717 -1.828 0.248 0.117
H -2.316 -1.783 -0.670 0.124
H -1.951 -0.313 1.669 0.055
H -1.036 2.530 -0.904 0.064
H 0.261 2.727 0.239 0.069
H 1.306 0.050 2.416 0.015
H 1.946 -0.923 1.490 0.011
O 2.097 -0.486 2.336 -0.047

=====

No. 7
20
Properties=species:S:1:pos:R:3:lowdin_charge:R:1 method="wB97M-V/def2-TZVPD" smiles="CCN(C)S(=O)(=O)OC" relative_energy_kj_mol=170.24 total_energy_ev=-22792.330 charge=0
C -2.471 -0.730 -0.073 -0.075
C 3.029 0.259 1.206 -0.079
C -0.523 1.255 -0.873 -0.112
C -0.921 -0.930 0.302 -0.204
N -0.187 -0.128 -0.682 -0.307
O 1.803 0.476 0.540 -0.287
O 2.018 0.086 -1.960 -0.250
O 1.750 -1.789 -0.473 -0.244
S 1.428 -0.438 -0.759 0.603
H -2.707 -0.636 -1.111 0.064
H -2.902 -1.636 0.320 0.056
H -2.936 0.053 0.553 0.075
H 3.763 -0.160 0.562 0.092
H 3.233 1.165 1.685 0.078
H 2.755 -0.351 2.017 0.079
H -0.790 1.863 -0.008 0.097
H 0.115 1.865 -1.454 0.079
H -1.492 1.285 -1.376 0.083
H -0.664 -1.931 0.145 0.076
H -0.732 -0.543 1.465 0.177

=====

No. 8
20
Properties=species:S:1:pos:R:3:lowdin_charge:R:1 method="wB97M-V/def2-TZVPD" smiles=CO[C@](C)(O)C(N)(O)O relative_energy_kj_mol=72.33 total_energy_ev=-14006.389 charge=0
C -0.547 -0.920 0.955 -0.621
C 0.076 -0.206 -0.268 -0.514
C -0.242 2.049 -1.226 -0.092
C 1.571 0.019 -0.108 0.011
N -0.243 -0.218 2.144 0.149
O -0.697 1.020 -0.379 -0.117
O -1.919 -1.083 0.784 0.065
O -0.236 -1.006 -1.389 0.035
O 0.130 -2.192 0.991 0.026
H -2.109 -1.189 -0.157 0.103
H 0.128 -0.565 -2.168 0.107
H -0.061 -2.664 0.170 0.101
H -0.362 -0.826 2.945 0.101
H -0.848 0.590 2.221 0.103
H -0.102 1.702 -2.258 0.088
H 0.690 2.492 -0.859 0.088
H -1.018 2.813 -1.214 0.094
H 1.742 0.730 0.695 0.092
H 2.038 -0.925 0.159 0.094
H 2.010 0.378 -1.037 0.087

=====

| no. | orbital gap (eV) |
| --- | --- |
| 1 | 9.091 |
| 2 | 10.377 |
| 3 | 10.195 |
| 4 | 9.201 |
| 5 | 10.187 |
| 6 | 9.922 |
| 7 | 10.771 |
| 8 | 10.468 |